Computed, not measured: 7 unconnected molecules or ions with the total composition C14H39N2O14S at a distorted geometry, with ωB97M-V/def2-TZVPD.

Each atom is followed by the atoms it is bonded to, with distances in Å.
Atoms and positions in Å:
1 S -2.655 6.071 3.261  O2 1.445, O3 1.480, O4 1.450, O5 1.475
2 O -3.694 6.392 2.309  S1 1.445
3 O -3.196 5.786 4.610  S1 1.480
4 O -1.964 4.873 2.823  S1 1.450
5 O -1.671 7.157 3.416  S1 1.475
6 O 1.556 1.488 3.077  C7 1.322, H10 0.960
7 C 0.368 1.804 3.562  O6 1.322, O8 1.221, O9 1.211
8 O -0.339 0.956 4.083  C7 1.221
9 O 0.052 2.973 3.614  C7 1.211
10 H 1.350 0.553 3.160  O6 0.960
11 C -0.704 -1.482 1.614  O12 1.480, H20 1.090, H21 1.090, H22 1.090
12 O -2.139 -1.143 1.485  C11 1.480, C13 1.439
13 C -2.717 -1.290 0.175  O12 1.439, C14 1.542, H23 1.090, H24 1.090
14 C -4.258 -1.263 0.214  C13 1.542, N15 1.522, H25 1.090, H26 1.090
15 N -4.872 0.108 0.460  C14 1.522, C16 1.499, H27 1.010
16 C -4.662 0.821 -0.842  N15 1.499, C17 1.515, H28 1.090, H29 1.090
17 C -5.699 1.924 -0.761  C16 1.515, O18 1.481, H30 1.090, H31 1.090
18 O -7.073 1.375 -0.704  C17 1.481, C19 1.466
19 C -8.097 2.416 -0.835  O18 1.466, H32 1.090, H33 1.090, H34 1.090
20 H -0.045 -0.869 0.999  C11 1.090
21 H -0.308 -2.448 1.301  C11 1.090
22 H -0.428 -1.182 2.625  C11 1.090
23 H -2.448 -2.306 -0.115  C13 1.090
24 H -2.214 -0.628 -0.529  C13 1.090
25 H -4.579 -1.880 1.053  C14 1.090
26 H -4.606 -1.807 -0.664  C14 1.090
27 H -5.882 0.104 0.438  N15 1.010
28 H -4.697 0.215 -1.747  C16 1.090
29 H -3.712 1.347 -0.934  C16 1.090
30 H -5.574 2.658 -1.557  C17 1.090
31 H -5.462 2.463 0.157  C17 1.090
32 H -7.860 2.891 -1.786  C19 1.090
33 H -8.138 3.120 -0.004  C19 1.090
34 H -9.064 1.936 -0.990  C19 1.090
35 C 2.670 1.526 -0.564  O36 1.412, H44 1.090, H45 1.090, H46 1.090
36 O 2.904 0.314 -1.250  C35 1.412, C37 1.406
37 C 3.870 0.292 -2.273  O36 1.406, C38 1.588, H47 1.090, H48 1.090
38 C 3.579 -0.789 -3.399  C37 1.588, N39 1.462, H49 1.090, H50 1.090
39 N 3.738 -2.068 -2.707  C38 1.462, C40 1.443, H51 1.010
40 C 3.220 -3.114 -3.554  N39 1.443, C41 1.636, H52 1.090, H53 1.090
41 C 3.542 -4.600 -2.951  C40 1.636, O42 1.482, H54 1.090, H55 1.090
42 O 2.918 -5.764 -3.623  C41 1.482, C43 1.417
43 C 1.616 -5.705 -4.180  O42 1.417, H56 1.090, H57 1.090, H58 1.090
44 H 1.825 1.927 -1.124  C35 1.090
45 H 3.503 2.227 -0.585  C35 1.090
46 H 2.201 1.255 0.382  C35 1.090
47 H 4.836 0.020 -1.848  C37 1.090
48 H 4.004 1.262 -2.752  C37 1.090
49 H 4.382 -0.770 -4.136  C38 1.090
50 H 2.610 -0.629 -3.871  C38 1.090
51 H 3.067 -1.884 -1.975  N39 1.010
52 H 3.678 -3.047 -4.541  C40 1.090
53 H 2.156 -2.940 -3.716  C40 1.090
54 H 3.222 -4.547 -1.910  C41 1.090
55 H 4.627 -4.700 -2.933  C41 1.090
56 H 1.882 -5.337 -5.171  C43 1.090
57 H 0.974 -4.960 -3.711  C43 1.090
58 H 1.162 -6.695 -4.152  C43 1.090
59 C 4.087 -0.603 2.116  O60 1.434, H61 1.090, H62 1.090, H63 1.090
60 O 2.882 -1.055 2.749  C59 1.434, H64 0.960
61 H 4.972 -0.690 2.746  C59 1.090
62 H 4.236 -1.176 1.201  C59 1.090
63 H 4.116 0.441 1.805  C59 1.090
64 H 2.930 -2.012 2.808  O60 0.960
65 O 2.752 3.481 1.862  H66 0.957, H67 0.957
66 H 3.696 3.367 1.754  O65 0.957
67 H 2.415 2.594 1.985  O65 0.957
68 O 3.601 0.469 5.218  H69 0.957, H70 0.957
69 H 4.281 0.949 4.747  O68 0.957
70 H 3.279 -0.174 4.586  O68 0.957

Summary:
E_LUMO   4.63 eV
E   -2117.478906 Ha
Net charge   -3